(1)
# C46H49AsClN5O7PRbSTe

C46H49AsClN5O7PRbSTe as an isolated structure (ωB97M-V with the def2-TZVPD basis set, OMol25).

Properties
frontier orbital gap	4.45	eV
multiplicity	1
total energy	-171719.5637	eV
charge	-2
lowest unoccupied orbital energy	3.2	eV

The geometry in XYZ format:
```
113
C46H49AsClN5O7PRbSTe ωB97M-V with the def2-TZVPD basis set
Rb -0.349 1.824 0.418
O -1.773 7.492 -0.212
C -0.953 7.462 0.814
O -0.881 8.374 1.617
C -0.087 6.260 0.971
C 0.818 6.142 2.005
N 1.442 4.964 1.849
N 1.022 4.293 0.779
C 0.092 5.059 0.223
C -0.596 4.605 -1.058
O -1.485 5.375 -1.515
O -0.233 3.523 -1.546
H -1.677 6.626 -0.790
H 1.039 6.821 2.810
H 2.200 4.564 2.387
C -3.911 -0.992 -1.846
C -4.652 -2.278 -1.516
As -6.128 -2.632 -2.787
C -6.376 -4.508 -2.277
C -6.171 -5.573 -3.148
C -6.382 -6.881 -2.731
C -6.797 -7.144 -1.434
C -7.005 -6.088 -0.557
C -6.803 -4.782 -0.978
C -5.070 -2.906 -4.406
C -3.776 -3.427 -4.403
C -3.081 -3.591 -5.593
C -3.666 -3.242 -6.802
C -4.952 -2.722 -6.817
C -5.643 -2.552 -5.625
P -2.284 -0.721 -0.979
C -2.656 -1.116 0.760
C -1.706 -1.704 1.591
C -1.952 -1.849 2.948
C -3.135 -1.386 3.500
C -4.078 -0.777 2.685
C -3.840 -0.643 1.327
C -1.414 -2.212 -1.609
C -0.668 -2.036 -2.774
C -0.034 -3.107 -3.388
C -0.135 -4.376 -2.840
C -0.867 -4.566 -1.675
C -1.499 -3.493 -1.062
H -4.540 -0.113 -1.685
H -3.635 -0.963 -2.906
H -5.090 -2.232 -0.519
H -3.984 -3.138 -1.531
H -5.834 -5.384 -4.160
H -6.214 -7.699 -3.422
H -6.953 -8.164 -1.106
H -7.324 -6.281 0.460
H -6.973 -3.967 -0.283
H -3.293 -3.705 -3.473
H -2.072 -3.983 -5.567
H -3.119 -3.366 -7.727
H -5.413 -2.437 -7.755
H -6.643 -2.131 -5.639
H -0.749 -2.016 1.189
H -1.189 -2.283 3.582
H -3.295 -1.439 4.568
H -4.980 -0.364 3.116
H -4.569 -0.127 0.710
H -0.572 -1.045 -3.202
H 0.556 -2.939 -4.281
H 0.371 -5.213 -3.306
H -0.942 -5.553 -1.236
H -2.061 -3.653 -0.150
C 7.939 -0.023 7.058
C 7.274 0.510 5.814
C 7.966 0.640 4.620
C 7.358 1.126 3.463
C 8.181 1.234 2.210
C 5.999 1.507 3.472
Te 5.060 2.268 1.731
C 5.294 1.370 4.689
C 3.847 1.751 4.800
C 5.937 0.883 5.823
H 9.000 -0.214 6.883
H 7.482 -0.961 7.385
H 7.860 0.683 7.889
H 9.014 0.352 4.582
H 9.199 0.869 2.378
H 8.218 2.268 1.860
H 7.720 0.668 1.399
H 3.722 2.827 4.647
H 3.444 1.479 5.780
H 3.262 1.270 4.016
H 5.369 0.789 6.746
O 1.823 -0.368 -0.523
H 2.283 0.500 -0.608
H 2.015 -0.636 0.383
C 5.576 5.075 -2.831
C 4.278 5.268 -2.046
C 3.407 4.058 -2.085
N 3.333 3.213 -1.122
N 2.497 2.171 -1.374
C 1.943 2.204 -2.543
N 1.061 1.249 -3.013
S 2.418 3.598 -3.463
H 6.196 5.971 -2.779
H 5.373 4.859 -3.883
H 6.140 4.241 -2.412
H 3.728 6.138 -2.410
H 4.505 5.434 -0.992
H 0.912 0.545 -2.292
H 0.179 1.677 -3.274
Cl 1.180 0.192 2.710
C 0.225 0.586 4.180
C -1.201 1.152 3.919
O -1.870 1.205 4.964
O -1.495 1.488 2.753
H 0.809 1.324 4.726
H 0.159 -0.320 4.774
```

***

(2)
# C46H50ClInN3O4PSSi

C46H50ClInN3O4PSSi as an isolated structure (ωB97M-V with the def2-TZVPD basis set, OMol25).

Properties
frontier orbital gap	7.73	eV
relative energy (zero: lowest compared OMol25 entry of this formula, charge and spin)	19.2	kcal per mole
multiplicity	1
total energy	-106869.2291	eV
lowest unoccupied orbital energy	0.3	eV

The geometry in XYZ format:
```
108
C46H50ClInN3O4PSSi ωB97M-V with the def2-TZVPD basis set
In 1.900 -1.218 0.480
O 2.090 -2.797 2.358
N 0.877 -2.809 2.575
O 0.161 -2.134 1.783
C -4.745 2.172 4.862
C -5.070 1.864 3.550
C -4.216 1.099 2.778
C -3.030 0.614 3.316
C -2.715 0.923 4.634
C -3.562 1.701 5.402
P -1.774 -0.401 2.408
C -2.865 -1.433 1.367
C -2.389 -1.865 0.131
C -3.156 -2.708 -0.653
C -4.404 -3.128 -0.216
C -4.866 -2.731 1.030
C -4.093 -1.903 1.826
C -1.390 0.944 1.201
C -0.209 1.644 1.417
C 0.107 2.760 0.661
C -0.769 3.196 -0.320
C -1.943 2.497 -0.548
C -2.249 1.372 0.196
H -5.415 2.776 5.458
H -5.999 2.219 3.125
H -4.483 0.873 1.756
H -1.795 0.539 5.055
H -3.301 1.933 6.424
H -1.412 -1.540 -0.201
H -2.775 -3.050 -1.607
H -5.014 -3.765 -0.843
H -5.837 -3.060 1.377
H -4.450 -1.616 2.807
H 0.463 1.311 2.200
H 1.032 3.292 0.846
H -0.535 4.076 -0.906
H -2.634 2.828 -1.312
H -3.156 0.825 -0.016
Cl 3.931 -1.101 -2.011
C 2.624 -1.749 -2.915
C 2.409 -1.332 -4.209
C 1.285 -1.781 -4.883
C 0.399 -2.646 -4.255
C 0.642 -3.075 -2.968
C 1.772 -2.646 -2.260
C 2.033 -3.065 -0.905
H 3.115 -0.667 -4.683
H 1.110 -1.458 -5.897
H -0.469 -3.009 -4.790
H -0.025 -3.769 -2.475
H 3.067 -3.357 -0.731
H 1.353 -3.820 -0.529
C -0.901 3.192 -4.327
N -0.854 1.835 -3.845
N 0.146 1.440 -2.974
C -0.299 0.371 -2.205
O 0.381 -0.189 -1.344
C -1.639 0.136 -2.645
C -1.948 1.067 -3.591
C -3.229 1.317 -4.298
C 1.487 1.754 -3.233
C 2.369 1.872 -2.169
C 3.706 2.120 -2.423
C 4.156 2.289 -3.722
C 3.269 2.181 -4.779
C 1.936 1.903 -4.544
H 0.100 3.615 -4.298
H -1.559 3.812 -3.710
H -1.263 3.205 -5.356
H -2.267 -0.638 -2.258
H -3.959 0.568 -4.005
H -3.089 1.279 -5.378
H -3.615 2.305 -4.044
H 1.995 1.759 -1.164
H 4.395 2.186 -1.598
H 5.199 2.486 -3.915
H 3.616 2.292 -5.794
H 1.249 1.770 -5.367
C -1.995 -5.762 -0.021
S -0.878 -4.524 0.797
C -1.653 -4.697 2.451
O 0.414 -5.212 0.894
H -1.808 -6.743 0.394
H -1.763 -5.766 -1.080
H -3.024 -5.464 0.131
H -1.454 -5.697 2.818
H -2.713 -4.505 2.351
H -1.200 -3.964 3.108
C 2.660 -0.373 4.130
Si 3.240 0.163 2.376
C 4.924 -0.674 2.025
C 3.538 2.042 2.577
C 4.711 2.635 2.125
C 5.020 3.946 2.442
C 4.146 4.704 3.204
C 2.964 4.137 3.650
C 2.671 2.821 3.340
H 3.225 -1.244 4.451
H 1.611 -0.657 4.136
H 2.805 0.418 4.862
H 5.720 -0.350 2.690
H 5.231 -0.495 0.997
H 4.804 -1.748 2.144
H 5.405 2.052 1.540
H 5.957 4.376 2.118
H 4.394 5.726 3.459
H 2.283 4.713 4.263
H 1.759 2.385 3.722
```

***

(3)
# C46H50N5O2Zr

C46H50N5O2Zr as an isolated structure (ωB97M-V with the def2-TZVPD basis set, OMol25).

Properties
frontier orbital gap	5.79	eV
relative energy (zero: lowest compared OMol25 entry of this formula, charge and spin)	10.3	kcal per mole
multiplicity	1
total energy	-61341.8358	eV
charge	+1
lowest unoccupied orbital energy	-3.9	eV

The geometry in XYZ format:
```
104
C46H50N5O2Zr ωB97M-V with the def2-TZVPD basis set
Zr 0.146 0.043 -0.713
C 5.864 0.699 -2.884
C 5.698 -0.423 -1.854
C 4.277 -0.882 -1.743
C 3.654 -1.860 -2.450
C 4.258 -2.804 -3.443
C 4.540 -4.185 -2.846
C 2.268 -1.856 -2.051
N 2.068 -0.906 -1.079
C 3.278 -0.266 -0.908
C 3.479 0.845 -0.115
C 2.535 1.479 0.682
C 2.725 2.684 1.432
C 3.993 3.480 1.461
C 5.029 2.904 2.431
C 1.557 2.924 2.104
C 0.650 1.869 1.767
C -0.623 1.679 2.276
C -1.543 0.706 1.909
N -1.387 -0.158 0.846
C -2.564 -0.861 0.743
C -2.840 -1.783 -0.263
C -1.974 -2.243 -1.235
N -0.656 -1.842 -1.349
C -0.073 -2.653 -2.298
C 1.275 -2.642 -2.614
C -1.064 -3.542 -2.840
C -2.234 -3.290 -2.184
C -3.550 -3.990 -2.334
C -3.762 -5.098 -1.297
C -0.790 -4.590 -3.874
C -0.168 -5.866 -3.297
C -3.460 -0.465 1.791
C -2.829 0.508 2.511
C -3.332 1.251 3.710
C -2.707 0.770 5.023
C -4.824 -1.036 2.026
C -4.815 -2.225 2.990
N 1.256 1.011 0.867
C 1.243 4.037 3.055
C 1.464 3.644 4.518
H 6.898 1.040 -2.931
H 5.231 1.555 -2.640
H 5.572 0.357 -3.879
H 6.053 -0.086 -0.878
H 6.330 -1.273 -2.117
H 5.181 -2.369 -3.827
H 3.598 -2.900 -4.309
H 5.251 -4.112 -2.022
H 4.954 -4.859 -3.595
H 3.628 -4.638 -2.450
H 4.465 1.289 -0.145
H 3.761 4.509 1.741
H 4.412 3.535 0.454
H 4.647 2.900 3.453
H 5.949 3.488 2.418
H 5.280 1.872 2.178
H -0.937 2.364 3.055
H -3.830 -2.223 -0.259
H 1.591 -3.336 -3.382
H -3.616 -4.412 -3.337
H -4.359 -3.260 -2.268
H -3.001 -5.874 -1.393
H -4.738 -5.567 -1.419
H -3.701 -4.707 -0.279
H -0.133 -4.176 -4.643
H -1.722 -4.833 -4.385
H 0.783 -5.655 -2.803
H 0.015 -6.599 -4.082
H -0.825 -6.321 -2.554
H -4.418 1.153 3.763
H -3.139 2.320 3.582
H -2.926 -0.284 5.199
H -3.084 1.339 5.873
H -1.621 0.878 5.004
H -5.268 -1.343 1.075
H -5.476 -0.249 2.412
H -4.163 -3.019 2.622
H -5.815 -2.640 3.119
H -4.446 -1.929 3.974
H 0.208 4.358 2.909
H 1.860 4.904 2.809
H 0.866 2.770 4.787
H 1.192 4.457 5.191
H 2.509 3.390 4.699
O 1.881 2.714 -2.346
C 0.840 2.168 -2.109
O 0.468 0.938 -2.492
C -0.244 2.846 -1.285
C -0.081 4.181 -0.872
C -1.120 4.761 -0.216
C -2.328 4.042 -0.019
C -3.467 4.624 0.587
C -4.625 3.910 0.695
C -4.698 2.589 0.186
C -3.607 1.999 -0.382
C -2.395 2.713 -0.474
N -1.311 2.112 -1.063
H 0.849 4.688 -1.087
H -1.054 5.784 0.137
H -3.405 5.645 0.943
H -5.497 4.361 1.148
H -5.634 2.047 0.244
H -3.648 0.998 -0.789
```

***

(4)
# C46H51AsF6N4O4PbS2

C46H51AsF6N4O4PbS2 as an isolated structure (ωB97M-V with the def2-TZVPD basis set, OMol25).

Properties
frontier orbital gap	6.24	eV
relative energy (zero: lowest compared OMol25 entry of this formula, charge and spin)	129.3	kcal per mole
multiplicity	1
total energy	-166736.7953	eV
lowest unoccupied orbital energy	-0.8	eV

The geometry in XYZ format:
```
115
C46H51AsF6N4O4PbS2 ωB97M-V with the def2-TZVPD basis set
Pb -0.583 1.979 0.430
C 1.301 -0.956 2.300
C 1.689 -1.452 0.912
C 2.339 -2.830 1.033
C 2.562 -3.703 0.046
C 2.481 -3.245 -1.366
C 2.280 -0.699 -1.564
C 1.690 0.411 -2.451
C 2.219 -0.346 -0.044
N 2.408 0.857 0.302
C 2.853 1.293 1.560
C 4.071 0.608 2.138
C 2.321 2.409 2.114
C 3.063 3.110 3.227
N 1.115 2.891 1.644
C 0.739 4.217 2.035
C 0.998 5.283 1.167
C 1.648 5.060 -0.176
C 0.622 6.567 1.548
C 0.006 6.795 2.766
C -0.265 5.728 3.609
C 0.076 4.431 3.251
C -0.329 3.270 4.121
H 0.677 -1.704 2.793
H 0.750 -0.013 2.270
H 2.180 -0.796 2.920
H 2.532 -3.144 2.054
H 2.994 -4.669 0.283
H 3.499 -3.067 -1.697
H 1.746 0.092 -3.491
H 2.277 1.322 -2.328
H 0.661 0.624 -2.200
H 4.126 -0.428 1.803
H 4.049 0.608 3.229
H 5.003 1.094 1.829
H 4.138 3.005 3.090
H 2.815 2.709 4.214
H 2.824 4.171 3.241
H 2.328 4.209 -0.164
H 2.198 5.948 -0.487
H 0.889 4.869 -0.942
H 0.819 7.396 0.878
H -0.277 7.799 3.052
H -0.771 5.898 4.551
H -0.750 3.625 5.060
H 0.502 2.601 4.342
H -1.096 2.670 3.621
F -3.590 2.755 3.079
C -3.966 4.018 2.829
F -3.306 4.825 3.653
F -5.264 4.130 3.063
S -3.586 4.433 1.071
O -2.225 3.942 0.900
O -3.807 5.834 0.935
N -4.644 3.628 0.256
S -4.613 2.063 0.051
O -3.288 1.534 -0.193
O -5.453 1.347 0.963
C -5.469 1.986 -1.577
F -6.757 2.279 -1.442
F -4.925 2.825 -2.454
F -5.357 0.745 -2.045
C 3.907 -2.095 -5.571
C 3.366 -2.147 -4.153
C 4.123 -1.351 -3.173
C 3.747 -0.772 -2.029
C 4.786 -0.053 -1.214
C 1.581 -2.077 -1.613
As 0.159 -1.891 -0.243
N -0.666 -0.413 -0.696
C -1.569 -0.472 -1.770
C -1.786 0.678 -2.544
C -2.661 0.678 -3.617
C -3.344 -0.474 -3.978
C -3.146 -1.624 -3.230
C -2.282 -1.623 -2.146
C -1.017 -3.242 0.603
C -2.083 -2.669 1.335
C -2.187 -1.239 1.801
C -3.139 -3.482 1.734
C -3.172 -4.839 1.475
C -4.340 -5.692 1.886
C -2.065 -5.396 0.858
C -0.981 -4.641 0.425
C 0.162 -5.462 -0.118
C 1.583 -3.182 -2.624
C 0.327 -3.988 -2.880
C 2.319 -2.938 -3.904
H 4.706 -1.361 -5.663
H 3.121 -1.817 -6.273
H 4.303 -3.063 -5.881
H 5.165 -1.217 -3.450
H 5.725 -0.006 -1.763
H 4.969 -0.577 -0.272
H 4.471 0.959 -0.958
H -1.246 1.592 -2.319
H -2.801 1.591 -4.182
H -4.028 -0.470 -4.817
H -3.679 -2.533 -3.482
H -2.189 -2.527 -1.555
H -1.216 -0.779 1.954
H -2.715 -1.220 2.755
H -2.752 -0.628 1.101
H -3.957 -3.020 2.275
H -5.135 -5.087 2.319
H -4.036 -6.436 2.624
H -4.746 -6.228 1.028
H -2.026 -6.470 0.706
H -0.203 -6.185 -0.848
H 0.615 -6.021 0.703
H 0.940 -4.875 -0.580
H -0.400 -3.921 -2.077
H 0.568 -5.039 -3.041
H -0.159 -3.605 -3.779
H 1.914 -3.488 -4.749
```

***

F_max values, unit hartree/bohr, following the record order: 0.013, 0.040, 0.024, 0.008.
E_HOMO values, unit eV, following the record order: -1.2887, -7.4229, -9.6476, -7.0008.